# 1
Formula: C8H17N4O
Source: the Open Molecules 2025 dataset
Level of theory: ωB97M-V/def2-TZVPD

Structure (XYZ):
```
30
Properties=species:S:1:pos:R:3:forces:R:3
C -2.394817 -0.596140 0.681999 -0.33 -1.49 1.49
C -0.977968 -0.252855 1.207469 0.34 0.18 -1.55
C -1.026635 1.162560 1.786837 1.24 -0.53 -0.57
N 0.131586 -0.487793 0.075402 -1.92 0.77 0.66
C 1.362860 -1.249566 0.341264 0.59 1.66 -0.56
C 1.009726 -2.686028 0.729917 3.00 0.87 -1.58
C 2.188103 -0.453909 1.435654 2.09 -1.54 -2.16
N 0.292139 0.405417 -0.912880 1.40 -1.26 -0.86
C -0.616360 1.180209 -1.551338 -2.26 0.84 0.74
C 0.019552 1.706728 -2.645107 0.13 -0.57 1.59
N -0.316521 2.548572 -3.600856 -0.64 0.53 -0.28
O 1.267349 1.248129 -2.573883 0.53 0.39 -1.76
N 1.455569 0.360911 -1.573194 -1.54 1.23 0.91
H -3.160732 -0.730130 1.538943 1.47 0.15 -1.23
H -2.832873 0.121189 0.030129 -0.04 1.21 -0.26
H -2.408002 -1.475064 0.051480 0.13 -0.66 0.29
H -0.580692 -0.906571 1.990188 -0.49 -0.25 -0.46
H -1.905076 1.656541 1.437926 -0.75 0.42 0.26
H -0.194205 1.745525 1.409855 0.36 0.21 0.27
H -0.948327 1.065305 2.863501 -0.25 0.47 0.12
H 1.913383 -1.175423 -0.669876 -0.72 -1.06 2.00
H 0.363313 -2.863170 1.530718 -0.59 0.06 1.62
H 0.599146 -3.185622 -0.114598 -0.38 -0.39 -0.82
H 2.048792 -3.068839 0.842607 -0.95 -0.54 0.54
H 1.573659 -0.594146 2.267912 -0.40 0.45 1.93
H 2.567140 0.582980 1.235788 -1.14 -0.80 -0.08
H 3.155576 -1.026862 1.551538 -1.08 0.42 0.28
H -1.648166 1.367217 -1.197601 1.12 -0.39 -0.26
H -1.213516 2.966588 -3.796267 -0.19 -0.40 0.80
H 0.275996 2.634247 -4.373527 1.28 0.05 -1.08
```
Forces are in eV/Å.

**Structure (SMILES)**: CC(C)N(C(C)C)[n+]1cc(N)on1
**HOMO**: -13.0 eV
**LUMO**: -3.62 eV
**Charge**: +1
**Gap between HOMO and LUMO**: 9.4 eV
**ΔE to the lowest compared entry with this formula, charge and spin**: 107.8 kcal/mol

---

# 2
Formula: C19H16AlN3O7S3
Source: the Open Molecules 2025 dataset
Level of theory: ωB97M-V/def2-TZVPD

Structure (XYZ):
```
49
Properties=species:S:1:pos:R:3:forces:R:3
Al 0.321849 0.411996 0.655586 -0.30 -0.25 -0.23
C -6.774106 1.752185 2.289353 0.02 -0.01 0.00
C -5.296475 1.515246 2.449621 -0.08 0.01 -0.01
C -4.619466 1.948694 3.583106 0.01 0.03 0.06
C -3.258824 1.725658 3.739361 -0.06 -0.03 -0.11
C -2.563073 1.070617 2.733401 -0.17 0.01 0.00
C -3.223785 0.616048 1.594853 0.00 0.08 0.10
C -4.580147 0.840429 1.461265 -0.04 0.00 -0.03
S -0.833405 0.814329 2.938540 0.28 0.23 0.01
O -0.115936 1.740247 1.957533 0.05 0.21 0.18
O -0.542668 1.094456 4.309032 0.05 -0.08 -0.05
N -0.379737 -0.515588 2.291984 -0.23 -0.16 -0.45
C -1.099624 -1.741715 1.999266 0.13 0.08 0.20
C -1.059689 -1.952960 0.477222 0.18 0.11 0.00
O -1.591201 -2.911180 -0.024611 -0.10 -0.05 -0.08
O -0.431881 -1.005913 -0.196126 0.09 -0.26 0.12
H -7.191755 2.252808 3.161409 0.01 0.00 0.00
H -7.307220 0.810292 2.151320 0.02 0.00 0.00
H -6.978329 2.371727 1.414329 0.02 0.00 0.00
H -5.165514 2.464983 4.363656 0.01 -0.01 -0.01
H -2.735492 2.048144 4.628216 0.01 0.00 -0.01
H -2.693345 0.078444 0.823793 0.04 0.00 -0.04
H -5.095714 0.474468 0.580432 0.01 0.01 0.01
H -2.144794 -1.734522 2.313184 -0.01 0.03 0.03
H -0.623074 -2.599019 2.473215 0.02 -0.02 0.01
S -2.578416 2.291305 -2.396660 -0.05 0.00 -0.03
C -1.818828 3.516871 -1.476168 0.00 0.05 -0.04
C -0.978059 2.961997 -0.575276 -0.06 -0.19 0.06
N -0.942054 1.581923 -0.605850 0.00 0.30 0.25
C -1.737081 1.107515 -1.523543 0.07 -0.13 -0.12
H -2.024887 4.560916 -1.640581 0.02 -0.01 0.01
H -0.378026 3.493520 0.145937 0.01 -0.05 0.02
H -1.827552 0.047894 -1.720114 0.00 0.04 0.03
O 3.930305 0.093202 2.962282 0.03 -0.08 0.07
S 3.554602 -0.733054 1.860186 -0.17 -0.05 -0.12
O 3.341050 -2.134378 2.037762 0.08 -0.01 0.12
N 2.260021 -0.070455 1.071998 0.00 0.14 -0.12
C 2.577821 0.399076 -0.121223 -0.17 0.06 0.15
O 1.617740 0.945181 -0.744117 0.18 0.01 0.02
C 3.979922 0.199462 -0.531774 -0.21 0.03 0.11
C 4.617747 0.544459 -1.706591 0.07 0.01 -0.05
C 5.963568 0.219782 -1.823240 -0.01 -0.02 0.04
C 6.633429 -0.429135 -0.787658 0.04 0.01 -0.05
C 5.986430 -0.772125 0.394975 -0.04 0.04 -0.07
C 4.651205 -0.443566 0.492851 0.28 -0.07 0.01
H 4.079307 1.045541 -2.499757 0.01 -0.01 0.00
H 6.499900 0.470371 -2.728612 0.00 0.00 0.01
H 7.680885 -0.674371 -0.906293 -0.01 0.01 -0.01
H 6.507378 -1.276403 1.197326 -0.01 0.01 0.00
```
Forces are in eV/Å.

**HOMO**: -9.3 eV
**LUMO**: -0.27 eV
**Gap between HOMO and LUMO**: 9.0 eV
**ΔE to the lowest compared entry with this formula, charge and spin**: 15.1 kcal/mol

---

# 3
Formula: C4H10N4
Source: the Open Molecules 2025 dataset
Level of theory: ωB97M-V/def2-TZVPD

Structure (XYZ):
```
18
Properties=species:S:1:pos:R:3:forces:R:3
H -3.153960 -0.252099 0.198671 -0.48 0.88 0.31
N -2.597304 -1.074378 0.247697 -1.06 -1.36 -0.19
C -1.383572 -0.897172 0.012500 2.14 -0.83 -0.10
N -0.738942 0.320265 -0.167680 -1.91 -1.67 0.28
N -1.535492 1.463078 -0.140387 -1.90 0.22 0.78
C 0.643168 0.500322 -0.137903 0.10 2.45 1.75
C 1.602453 0.137076 1.051897 0.02 -2.22 1.34
N 2.655837 -0.133977 -0.009461 -2.67 0.52 -0.22
C 1.476613 -0.366363 -0.938166 1.86 -2.20 -0.95
H -0.740678 -1.840635 -0.083981 -0.66 1.62 0.32
H -2.028751 1.541737 0.799992 0.93 -0.11 -1.17
H -2.338356 1.283671 -0.785178 0.97 0.41 0.36
H 0.682513 1.556932 -0.350473 0.92 0.35 -0.35
H 1.112891 -0.787681 1.609662 1.09 1.08 -1.34
H 1.997316 0.702788 1.907511 -0.52 0.74 -0.63
H 3.241157 -0.930380 0.084477 0.42 -0.78 0.43
H 1.642668 -0.124681 -1.977857 0.05 0.03 -0.34
H 1.064538 -1.417750 -0.843982 0.69 0.90 -0.28
```
Forces are in eV/Å.

**Structure (SMILES)**: [H]/N=C\N(N)C1CNC1
**HOMO**: -9.0 eV
**LUMO**: 0.95 eV
**Gap between HOMO and LUMO**: 10.0 eV
**ΔE to the lowest compared entry with this formula, charge and spin**: 77.5 kcal/mol

---

# 4
Formula: CH2HgO3
Source: the Open Molecules 2025 dataset
Level of theory: ωB97M-V/def2-TZVPD

Structure (XYZ):
```
7
Properties=species:S:1:pos:R:3:forces:R:3
O -0.296678 0.096409 -1.623167 0.38 0.88 -0.76
C 0.952519 0.108129 -1.497332 -0.32 -1.07 0.00
O 1.555407 -0.385652 -0.512856 0.84 0.76 -0.49
Hg -0.528856 -0.704916 0.640875 -0.50 -0.85 0.31
H 1.562800 0.476559 -2.354871 -0.10 0.11 0.22
O -1.474428 -0.191973 2.452017 -0.38 -0.43 1.01
H -1.770764 0.601443 2.895334 0.09 0.59 -0.29
```
Forces are in eV/Å.

**Spin multiplicity**: 2
**HOMO (spin up / spin down)**: -1.8 / -4.9 eV
**Expectation value of S²**: 0.75
**LUMO (spin up / spin down)**: 4.37 / 3.85 eV
**Charge**: -1
**Gap between HOMO and LUMO (spin up / spin down)**: 6.2 / 8.7 eV

---

What did the first record say?
Formula: C8H17N4O
Source: the Open Molecules 2025 dataset
Level of theory: ωB97M-V/def2-TZVPD

Structure (XYZ):
```
30
Properties=species:S:1:pos:R:3:forces:R:3
C -2.394817 -0.596140 0.681999 -0.33 -1.49 1.49
C -0.977968 -0.252855 1.207469 0.34 0.18 -1.55
C -1.026635 1.162560 1.786837 1.24 -0.53 -0.57
N 0.131586 -0.487793 0.075402 -1.92 0.77 0.66
C 1.362860 -1.249566 0.341264 0.59 1.66 -0.56
C 1.009726 -2.686028 0.729917 3.00 0.87 -1.58
C 2.188103 -0.453909 1.435654 2.09 -1.54 -2.16
N 0.292139 0.405417 -0.912880 1.40 -1.26 -0.86
C -0.616360 1.180209 -1.551338 -2.26 0.84 0.74
C 0.019552 1.706728 -2.645107 0.13 -0.57 1.59
N -0.316521 2.548572 -3.600856 -0.64 0.53 -0.28
O 1.267349 1.248129 -2.573883 0.53 0.39 -1.76
N 1.455569 0.360911 -1.573194 -1.54 1.23 0.91
H -3.160732 -0.730130 1.538943 1.47 0.15 -1.23
H -2.832873 0.121189 0.030129 -0.04 1.21 -0.26
H -2.408002 -1.475064 0.051480 0.13 -0.66 0.29
H -0.580692 -0.906571 1.990188 -0.49 -0.25 -0.46
H -1.905076 1.656541 1.437926 -0.75 0.42 0.26
H -0.194205 1.745525 1.409855 0.36 0.21 0.27
H -0.948327 1.065305 2.863501 -0.25 0.47 0.12
H 1.913383 -1.175423 -0.669876 -0.72 -1.06 2.00
H 0.363313 -2.863170 1.530718 -0.59 0.06 1.62
H 0.599146 -3.185622 -0.114598 -0.38 -0.39 -0.82
H 2.048792 -3.068839 0.842607 -0.95 -0.54 0.54
H 1.573659 -0.594146 2.267912 -0.40 0.45 1.93
H 2.567140 0.582980 1.235788 -1.14 -0.80 -0.08
H 3.155576 -1.026862 1.551538 -1.08 0.42 0.28
H -1.648166 1.367217 -1.197601 1.12 -0.39 -0.26
H -1.213516 2.966588 -3.796267 -0.19 -0.40 0.80
H 0.275996 2.634247 -4.373527 1.28 0.05 -1.08
```
Forces are in eV/Å.

**Structure (SMILES)**: CC(C)N(C(C)C)[n+]1cc(N)on1
**HOMO**: -13.0 eV
**LUMO**: -3.62 eV
**Charge**: +1
**Gap between HOMO and LUMO**: 9.4 eV
**ΔE to the lowest compared entry with this formula, charge and spin**: 107.8 kcal/mol